Entry 1:
Molecular formula: C26H45BrN2O16
Method: DFT, wB97M-V/def2-TZVPD

Properties
LUMO energy: 0.1 eV
multiplicity: 1
calculated total energy: -4905.09429 hartree
highest occupied orbital energy: -0.39818 Eh

Last column: Mulliken charge in e.
Positions of all 90 atoms, in Å:
N (-3.52, 4.17, -2.11)  -0.40
C (-3.16, 4.47, -1.08)  0.01
C (-2.75, 4.82, 0.35)  -0.55
C (-1.30, 5.41, 0.43)  0.47
C (-0.94, 5.80, 1.86)  -0.13
N (-0.72, 6.00, 2.95)  -0.42
C (-0.17, 4.53, -0.22)  -0.61
C (-0.12, 3.04, 0.24)  0.26
O (0.83, 2.69, 0.85)  -0.37
Br (-1.48, 1.69, -0.15)  -0.19
H (-2.90, 3.92, 0.99)  0.37
H (-3.45, 5.64, 0.67)  0.46
H (-1.32, 6.36, -0.16)  0.32
H (0.80, 5.00, 0.08)  0.35
H (-0.17, 4.57, -1.34)  0.44
C (1.35, -3.57, -1.70)  -0.97
C (2.74, -3.01, -1.97)  -0.29
O (2.77, -1.59, -1.74)  -0.30
C (2.84, -1.22, -0.45)  0.65
O (2.90, -1.96, 0.50)  -0.58
O (2.83, 0.11, -0.41)  -0.16
C (2.81, 0.65, 0.92)  -0.77
H (0.60, -3.03, -2.28)  0.29
H (1.31, -4.63, -1.97)  0.38
H (1.09, -3.48, -0.65)  0.21
H (2.99, -3.16, -3.02)  0.31
H (3.50, -3.52, -1.38)  0.31
H (3.62, 0.25, 1.52)  0.39
H (1.85, 0.45, 1.39)  0.30
H (2.94, 1.73, 0.84)  0.20
C (-5.48, -4.48, -1.22)  -1.17
C (-4.52, -5.65, -1.14)  0.12
O (-3.20, -5.22, -0.79)  -0.36
C (-3.01, -4.95, 0.50)  0.74
O (-3.83, -5.05, 1.38)  -0.57
O (-1.75, -4.53, 0.66)  -0.26
C (-1.43, -4.12, 1.99)  -0.70
H (-5.09, -3.71, -1.89)  0.30
H (-6.46, -4.80, -1.58)  0.38
H (-5.61, -4.01, -0.24)  0.31
H (-4.44, -6.12, -2.13)  0.31
H (-4.88, -6.42, -0.45)  0.07
H (-1.68, -4.90, 2.71)  0.30
H (-1.95, -3.19, 2.23)  0.33
H (-0.36, -3.94, 2.03)  0.21
C (8.08, 4.38, -1.61)  -1.02
C (7.72, 4.18, -3.07)  -0.16
O (6.97, 2.98, -3.26)  -0.38
C (5.68, 3.04, -2.94)  0.79
O (5.10, 4.01, -2.51)  -0.57
O (5.14, 1.84, -3.14)  -0.37
C (3.77, 1.75, -2.74)  -0.38
H (8.59, 3.49, -1.22)  0.31
H (8.73, 5.25, -1.48)  0.36
H (7.18, 4.53, -1.00)  0.22
H (8.63, 4.08, -3.66)  0.30
H (7.18, 5.04, -3.47)  0.29
H (3.17, 2.53, -3.20)  0.31
H (3.69, 1.79, -1.66)  0.14
H (3.39, 0.78, -3.08)  0.18
C (-7.84, -12.00, -0.08)  -1.09
C (-8.57, -10.87, 0.62)  -0.17
O (-7.83, -10.39, 1.75)  -0.37
C (-6.81, -9.57, 1.47)  0.77
O (-6.48, -9.21, 0.37)  -0.56
O (-6.21, -9.25, 2.62)  -0.34
C (-5.04, -8.44, 2.45)  -0.50
H (-7.58, -12.79, 0.63)  0.29
H (-8.45, -12.42, -0.88)  0.35
H (-6.90, -11.65, -0.51)  0.31
H (-9.52, -11.24, 1.01)  0.30
H (-8.80, -10.05, -0.06)  0.30
H (-5.26, -7.56, 1.85)  0.18
H (-4.25, -9.03, 2.00)  0.30
H (-4.72, -8.12, 3.44)  0.23
C (1.86, 9.20, 3.58)  -1.04
C (2.25, 10.14, 2.46)  -0.17
O (3.57, 9.84, 1.98)  -0.37
C (3.66, 8.79, 1.16)  0.76
O (2.74, 8.10, 0.79)  -0.55
O (4.95, 8.63, 0.83)  -0.34
C (5.20, 7.48, 0.02)  -0.60
H (2.61, 9.20, 4.37)  0.31
H (0.90, 9.48, 4.01)  0.35
H (1.79, 8.17, 3.22)  0.25
H (2.28, 11.16, 2.84)  0.29
H (1.53, 10.11, 1.64)  0.29
H (4.56, 7.47, -0.86)  0.30
H (5.05, 6.57, 0.60)  0.28
H (6.23, 7.52, -0.31)  0.23


Entry 2:
Molecular formula: C15H21Cl3MnNO2
Method: DFT, wB97M-V/def2-TZVPD

Properties
LUMO energy (spin up / spin down): 4.7 / 5.0 eV
multiplicity: 5
calculated total energy: -3320.96313 hartree
net charge: -2
highest occupied orbital energy (spin up / spin down): 0.01493 / 0.01457 Eh

Last column: Löwdin spin population.
Positions of all 43 atoms, in Å:
C (-0.80, -0.95, -2.08)  -0.09
C (-1.21, 0.41, -2.24)  0.04
C (-2.03, 0.76, -1.13)  -0.11
C (-0.95, 1.25, -3.43)  0.01
C (-2.11, -0.37, -0.24)  0.03
C (-1.35, -1.44, -0.83)  -0.08
C (-1.31, -2.85, -0.36)  -0.01
C (-0.09, -1.74, -3.10)  -0.01
C (-2.77, 2.04, -1.01)  -0.02
C (-2.99, -0.48, 0.94)  0.01
Mn (0.06, 0.19, -0.32)  4.11
Cl (1.46, 1.81, -1.34)  0.08
Cl (1.78, -1.42, -0.64)  -0.05
Cl (-0.61, 1.99, 1.27)  0.06
H (0.01, 0.99, -3.88)  0.00
H (-0.91, 2.30, -3.15)  0.00
H (-1.73, 1.13, -4.19)  0.00
H (-2.11, 2.88, -1.25)  0.00
H (-3.13, 2.19, 0.01)  0.00
H (-3.62, 2.08, -1.69)  -0.01
H (-2.99, 0.46, 1.50)  0.00
H (-2.64, -1.27, 1.61)  0.00
H (-4.03, -0.71, 0.67)  0.00
H (-1.39, -2.88, 0.73)  0.00
H (-0.36, -3.32, -0.62)  0.00
H (-2.12, -3.45, -0.78)  -0.01
H (0.75, -1.17, -3.50)  0.00
H (-0.74, -2.01, -3.95)  0.00
H (0.32, -2.66, -2.68)  0.00
O (2.32, -4.36, 0.77)  0.00
H (2.23, -4.86, 1.62)  0.00
O (0.98, -0.40, 1.81)  0.02
N (1.85, 0.49, 2.22)  0.00
C (3.00, 0.80, 1.52)  0.01
C (4.05, 1.38, 2.22)  0.00
C (3.80, 2.04, 3.43)  0.01
C (2.50, 1.96, 3.98)  0.00
C (1.54, 1.14, 3.39)  0.01
H (3.04, 0.50, 0.49)  0.00
H (5.05, 1.31, 1.77)  0.00
H (4.54, 2.69, 3.88)  0.00
H (2.19, 2.50, 4.86)  0.00
H (0.50, 1.03, 3.69)  0.00


Entry 3:
Molecular formula: C35H55N4OP2Ti
Method: DFT, wB97M-V/def2-TZVPD

Properties
LUMO energy (spin up / spin down): -11.1 / -11.2 eV
multiplicity: 1
calculated total energy: -3192.18292 hartree
net charge: +3
highest occupied orbital energy (spin up / spin down): -0.65031 / -0.65014 Eh

Last column: Mulliken charge in e.
Positions of all 98 atoms, in Å:
C (-2.42, 1.62, -0.87)  -0.10
C (-2.44, -0.65, -0.29)  -0.62
C (-3.77, 1.58, -1.19)  -0.97
C (-3.76, -0.78, -0.69)  -0.25
C (-4.44, 0.36, -1.12)  -1.23
H (-4.25, 2.50, -1.54)  0.64
H (-4.23, -1.76, -0.65)  0.59
H (-5.49, 0.29, -1.42)  0.54
N (-1.80, 0.53, -0.37)  1.60
P (0.22, 2.43, -1.25)  1.48
P (-0.62, -1.37, 1.82)  1.31
C (-1.58, 2.86, -1.10)  -1.99
H (-1.92, 3.38, -2.01)  0.90
H (-1.72, 3.57, -0.26)  0.65
C (-1.60, -1.80, 0.20)  -1.52
H (-2.20, -2.68, 0.45)  1.74
C (0.47, -2.88, 2.19)  2.07
C (-1.91, -1.19, 3.15)  1.78
C (0.40, 1.91, -3.06)  2.09
C (1.15, 4.02, -0.86)  1.89
C (1.87, -2.64, 1.61)  -1.81
H (2.37, -1.78, 2.09)  0.32
H (2.48, -3.53, 1.79)  0.64
H (1.86, -2.46, 0.53)  0.15
C (0.64, -3.11, 3.70)  -1.68
H (1.05, -2.22, 4.20)  0.34
H (-0.28, -3.42, 4.20)  0.24
H (1.37, -3.93, 3.83)  0.52
C (-0.11, -4.14, 1.54)  -1.37
H (0.52, -5.00, 1.82)  0.64
H (-1.13, -4.37, 1.86)  0.16
H (-0.09, -4.07, 0.44)  0.13
C (-1.20, -0.60, 4.40)  -1.47
H (-0.40, 0.10, 4.13)  0.22
H (-1.93, -0.03, 4.99)  0.45
H (-0.78, -1.38, 5.05)  0.40
C (-2.99, -0.18, 2.71)  -1.72
H (-2.56, 0.79, 2.47)  0.19
H (-3.56, -0.55, 1.85)  0.37
H (-3.69, -0.05, 3.55)  0.77
C (-2.61, -2.54, 3.45)  -1.22
H (-2.68, -3.19, 2.57)  0.13
H (-2.14, -3.08, 4.28)  0.37
H (-3.64, -2.32, 3.76)  0.46
C (2.64, 3.79, -1.14)  -1.31
H (3.19, 4.71, -0.87)  0.55
H (3.04, 2.97, -0.52)  0.09
H (2.86, 3.57, -2.19)  0.28
C (0.98, 4.34, 0.64)  -1.57
H (-0.07, 4.48, 0.92)  0.32
H (1.42, 3.57, 1.28)  0.08
H (1.52, 5.28, 0.83)  0.66
C (0.61, 5.22, -1.67)  -1.40
H (-0.49, 5.26, -1.68)  0.25
H (0.97, 6.13, -1.18)  0.54
H (0.98, 5.23, -2.70)  0.34
C (-0.80, 1.06, -3.49)  -1.53
H (-1.73, 1.64, -3.54)  0.27
H (-0.61, 0.65, -4.49)  0.65
H (-0.96, 0.21, -2.81)  -0.10
C (1.68, 1.05, -3.18)  -1.33
H (1.54, 0.06, -2.71)  -0.09
H (1.89, 0.90, -4.25)  0.64
H (2.55, 1.53, -2.73)  0.20
C (0.51, 3.11, -4.01)  -1.69
H (-0.35, 3.79, -3.92)  0.36
H (1.44, 3.67, -3.89)  0.36
H (0.51, 2.72, -5.04)  0.53
Ti (0.30, 0.41, 0.24)  -1.48
C (-0.30, 1.49, 1.75)  0.36
O (-0.68, 2.22, 2.60)  -0.27
N (0.47, -1.22, -0.98)  0.50
C (-0.49, -2.03, -0.96)  -1.81
C (-0.72, -3.13, -2.04)  2.30
C (-1.86, -4.07, -1.67)  -1.69
C (-1.11, -2.44, -3.34)  -1.81
C (0.60, -3.91, -2.22)  -1.46
H (-1.67, -4.61, -0.74)  0.31
H (-2.80, -3.51, -1.57)  0.25
H (-1.99, -4.81, -2.47)  0.55
H (-0.32, -1.77, -3.69)  0.39
H (-1.30, -3.19, -4.12)  0.54
H (-2.04, -1.86, -3.21)  0.27
H (0.42, -4.99, -2.26)  0.40
H (1.08, -3.62, -3.17)  0.39
H (1.32, -3.71, -1.42)  0.24
N (4.59, 2.37, 4.82)  -0.37
C (4.35, 1.93, 3.77)  -0.59
C (4.03, 1.37, 2.47)  0.04
C (5.03, 0.97, 1.59)  -0.37
C (4.65, 0.41, 0.37)  -1.14
C (3.30, 0.27, 0.07)  -0.40
N (2.33, 0.70, 0.92)  1.55
C (2.69, 1.21, 2.13)  -0.58
H (6.07, 1.08, 1.86)  0.59
H (5.39, 0.07, -0.35)  0.59
H (2.97, -0.23, -0.84)  0.24
H (1.90, 1.45, 2.84)  0.54